Computed, not measured: a molecular structure, C46H40N8OP2Pd, with ωB97M-V with the def2-TZVPD basis set.

As for the net charge: +2. The maximum force is 0.4 eV/A. As for the HOMO-LUMO gap: 0.2572 hartree. As for the LUMO energy: -5.521 eV. Its relative energy (zero: lowest compared OMol25 entry of this formula, charge and spin) is 0.00 kJ/mol. Its molar mass is 889.25 g mol⁻¹. Its HOMO energy is -12.52 eV.

Last column: Löwdin charge in e.
Atoms and positions in Å:
Pd  0.1043  -0.1106  0.1119  0.607
P  1.2878  -1.3227  1.6506  0.958
P  -0.6571  -2.1239  -0.5691  0.948
O  -1.3945  6.0774  -1.3938  0.122
N  2.0592  3.5326  1.1927  0.155
N  -3.1354  1.6462  -2.0350  0.155
N  -1.2156  0.7960  -1.2898  -0.049
N  -1.9103  7.8729  -2.5497  0.138
N  0.7181  1.7915  0.8236  -0.062
N  1.0254  3.5409  2.0565  -0.114
N  -1.7114  8.2452  -1.2310  0.138
N  -2.2398  1.5461  -3.0388  -0.109
C  0.8919  -1.9115  -2.8628  -0.113
C  -1.7171  6.6025  -2.6047  -0.289
C  -5.2130  -1.8881  -0.3052  -0.044
C  4.9192  -3.0958  1.2042  -0.046
C  -2.4892  1.1864  -0.9981  -0.191
C  -0.0099  -3.4511  0.5132  -0.326
C  -2.4509  -2.1054  -0.4944  -0.372
C  -0.1703  -2.5689  -2.2454  -0.365
C  -1.1023  6.9971  0.8281  -0.128
C  3.3861  -1.2403  -0.1790  -0.112
C  -3.0718  -2.1307  0.7561  -0.089
C  0.7212  -3.3928  -4.7457  -0.044
C  -1.0989  1.0402  -2.5897  -0.103
C  1.8471  2.4669  0.4672  -0.196
C  1.3335  -1.4059  4.4397  -0.077
C  -1.4128  7.1718  -0.5887  -0.290
C  -1.5695  7.9103  1.7647  0.005
C  -0.5164  6.6308  3.5083  -0.027
C  -2.2158  3.4787  -4.5893  -0.196
C  -2.0863  4.3490  -3.5203  0.027
C  0.2295  2.5033  1.8318  -0.122
C  5.3921  -2.5409  0.0208  -0.044
C  2.2208  0.5905  3.4200  -0.102
C  2.9004  -1.8030  0.9973  -0.354
C  -4.4499  -2.0271  0.8474  -0.054
C  -0.0279  5.7303  2.5673  -0.196
C  -1.7162  6.1839  -5.0432  0.004
C  1.6637  -0.9058  5.6916  -0.050
C  -0.7743  -3.6543  -2.8824  -0.083
C  -1.8309  5.6982  -3.7465  -0.128
C  -0.3259  5.9128  1.2277  0.027
C  -1.2758  7.7183  3.1061  -0.039
C  -1.8388  5.3073  -6.1104  -0.040
C  1.3345  -2.3212  -4.1115  -0.057
C  3.6804  -2.7247  1.6974  -0.070
C  -2.5669  2.0240  -4.3799  -0.058
C  1.6025  -0.6547  3.2952  -0.345
C  0.3874  -2.9014  1.8811  -0.366
C  2.2665  0.3370  5.8099  -0.046
C  0.8857  4.6204  3.0306  -0.060
C  -2.0808  3.9599  -5.8874  -0.028
C  -3.2188  -1.9560  -1.6473  -0.100
C  -0.3301  -4.0604  -4.1305  -0.044
C  -4.5987  -1.8510  -1.5488  -0.049
C  2.5519  1.0809  4.6719  -0.055
C  4.6302  -1.6087  -0.6683  -0.056
H  3.0499  2.0378  4.7579  0.115
H  2.5093  2.1617  -0.3252  0.120
H  1.0441  -3.6121  2.3872  0.094
H  -2.9353  1.0993  -0.0208  0.125
H  -0.7534  -4.2466  0.5905  0.108
H  -1.6446  8.4180  3.8431  0.118
H  -0.4748  -2.7255  2.5264  0.080
H  2.1615  -1.8113  -4.5872  0.115
H  -5.1934  -1.7407  -2.4451  0.118
H  2.5268  0.7203  6.7869  0.119
H  0.8648  -2.3775  4.3786  0.099
H  -6.2891  -1.8080  -0.2319  0.120
H  1.3833  -1.0873  -2.3569  0.069
H  -2.1755  3.2847  -6.7297  0.121
H  5.0077  -1.1671  -1.5806  0.115
H  0.5343  4.1866  3.9670  0.136
H  -2.1619  8.7532  1.4363  0.127
H  -3.6371  1.8577  -4.4996  0.143
H  -2.7447  -1.9182  -2.6208  0.105
H  -0.6604  2.2914  2.4009  0.155
H  1.4524  -1.4940  6.5741  0.119
H  5.5223  -3.8109  1.7467  0.119
H  2.7899  -0.5037  -0.7094  0.062
H  6.3621  -2.8314  -0.3592  0.119
H  -1.5291  7.2369  -5.2027  0.127
H  -0.2345  0.8628  -3.2077  0.146
H  -1.7423  5.6753  -7.1223  0.117
H  -0.2938  6.4906  4.5597  0.121
H  3.3339  -3.1404  2.6378  0.113
H  -2.2092  4.0023  -2.5026  0.112
H  0.0572  5.2362  0.4743  0.116
H  2.5018  1.1567  2.5375  0.085
H  1.8968  4.9945  3.1883  0.143
H  -4.9300  -2.0576  1.8162  0.117
H  -2.0436  1.3905  -5.0958  0.136
H  0.8639  -3.8548  -0.0027  0.099
H  1.0676  -3.7143  -5.7184  0.119
H  -2.4863  -2.2248  1.6640  0.096
H  -0.8017  -4.9011  -4.6207  0.120
H  -1.5921  -4.1838  -2.4067  0.119

Computed, not measured: 16 unconnected molecules or ions with the total composition C7H44NO20P at a distorted geometry, with ωB97M-V with the def2-TZVPD basis set.

As for the net charge: 0. The maximum force is 1.8 eV/A. As for the HOMO-LUMO gap: 0.3693 hartree. As for the LUMO energy: -0.026 eV. Its molar mass is 493.39 g mol⁻¹. Its HOMO energy is -10.07 eV.

Last column: Löwdin charge in e.
Atoms and positions in Å:
P  0.9972  -1.3227  1.1837  0.461
O  0.2385  -2.6438  -3.4392  -0.054
O  2.8142  -4.1152  1.4429  -0.062
O  -2.5824  -0.2846  -3.2949  -0.054
O  0.1720  2.8603  -2.5747  -0.062
O  0.5769  -2.3104  2.2001  -0.272
O  -4.7550  1.7566  4.3916  -0.050
O  5.4099  -0.7595  1.9143  -0.046
O  2.7100  -7.2264  0.6677  -0.057
O  -5.8458  1.7132  -1.9476  -0.042
O  0.0131  5.3101  -4.4837  -0.054
O  4.2680  1.1038  -0.4971  -0.051
O  -3.3492  -5.8821  1.7727  -0.054
O  2.5795  -1.1139  1.2118  -0.128
O  -1.0136  3.8684  0.2636  0.070
O  1.6716  2.6762  2.8829  -0.056
O  -1.7008  -3.8033  0.5723  -0.058
O  -1.2501  2.6831  2.1593  0.057
O  8.0422  3.3722  -3.8978  -0.052
O  6.6369  0.7184  -2.6483  -0.063
O  0.6951  -1.9025  -0.2831  -0.126
N  -1.4509  1.5762  0.1019  0.022
C  -1.1841  0.2910  0.7986  -0.273
C  -2.2919  -0.1122  1.7891  -0.107
C  -2.7932  1.5493  -0.5516  -0.104
C  -1.1972  2.8911  0.9648  -0.648
C  -3.9446  1.3382  0.4328  -0.145
C  0.2342  0.2757  1.3977  -0.149
C  -3.5306  0.7864  1.8047  -0.183
H  -1.1907  -0.4548  0.0022  0.124
H  -0.3239  5.4055  -5.3790  0.038
H  0.5152  -2.3837  -2.5543  -0.001
H  5.8885  0.9372  -2.0796  -0.005
H  -2.9258  -0.1184  -4.1787  0.047
H  -1.8759  -0.1943  2.7910  0.119
H  -2.3793  -4.4278  0.2905  0.028
H  -4.5081  2.2626  0.5318  0.116
H  6.7067  1.4660  -3.2530  0.008
H  2.1864  -3.8237  2.1216  0.019
H  0.7056  3.5309  -3.0182  0.027
H  -4.3856  0.2778  2.2437  0.107
H  4.4751  -0.9448  2.0606  0.003
H  -2.8993  2.4372  -1.1671  0.134
H  0.1785  0.4354  2.4719  0.102
H  -0.7719  5.2014  -3.9361  0.037
H  -3.3242  1.6283  2.4538  0.076
H  -0.7953  1.6381  -0.6761  0.142
H  -4.7455  2.5671  4.9105  0.043
H  1.9667  -7.5824  0.1719  0.039
H  3.1368  -6.6258  0.0471  0.036
H  8.4987  4.0763  -4.3671  0.036
H  1.8045  2.8550  3.8176  0.038
H  5.1390  1.3220  -0.1470  0.038
H  -1.0509  -4.3496  1.0272  0.042
H  2.9815  -1.9056  0.8058  0.078
H  -5.8009  1.0528  -2.6462  0.041
H  3.1106  -4.9870  1.7248  0.025
H  -0.2089  -2.2669  -0.2760  0.057
H  -3.3428  -5.0849  2.3142  0.042
H  -2.6055  -1.1241  1.5184  0.112
H  0.8644  1.0771  1.0066  0.109
H  -0.7100  -2.4786  -3.4566  0.018
H  5.8451  -1.6114  2.0170  0.043
H  0.2374  3.0818  -1.6377  0.009
H  -2.9174  -6.5482  2.3163  0.045
H  -4.6145  0.6232  -0.0405  0.099
H  -1.8195  0.3039  -3.2330  0.040
H  -6.4254  2.3978  -2.2961  0.044
H  4.0327  0.3020  -0.0187  -0.001
H  8.1804  3.5725  -2.9666  0.040
H  -4.3514  1.1002  4.9679  0.043
H  -2.7481  0.6923  -1.2249  0.097
H  0.7362  2.8719  2.7244  0.001

Computed, not measured: 2 unconnected molecules or ions with the total composition C3H9N3O2 at a distorted geometry, with ωB97M-V with the def2-TZVPD basis set.

As for the net charge: 0. The maximum force is 2.8 eV/A. As for the HOMO-LUMO gap: 0.3583 hartree. As for the LUMO energy: -0.074 eV. As for the SMILES: Cn1[nH][nH]1.CC(=O)O. Its relative energy (zero: lowest compared OMol25 entry of this formula, charge and spin) is 552.87 kJ/mol. Its molar mass is 119.12 g mol⁻¹. Its HOMO energy is -9.82 eV.

Last column: natural (NBO) charge in e.
Atoms and positions in Å:
O  -1.4629  -0.5367  1.1339  -0.709
O  -3.6017  -0.0087  0.8755  -0.582
N  1.1565  -0.1342  0.1892  -0.231
N  0.8611  -0.6398  -1.4603  -0.256
N  1.7156  0.3405  -1.0422  -0.338
C  2.1529  -0.7587  1.0268  -0.468
C  -2.0238  1.0659  -0.5854  -0.748
C  -2.4597  0.1343  0.5300  0.793
H  1.3724  -1.5209  -1.3962  0.328
H  2.1187  -1.8503  0.9267  0.213
H  -0.5786  -0.2815  0.7808  0.504
H  -1.4978  0.5007  -1.3563  0.240
H  -1.3405  1.8186  -0.1903  0.221
H  1.3729  1.2722  -1.2709  0.350
H  3.1803  -0.4507  0.7880  0.213
H  -2.8945  1.5543  -1.0128  0.239
H  1.9290  -0.5050  2.0636  0.233

> Among the records above, which one has the highest LUMO energy?

C7H44NO20P